(1)
DFT (ωB97M-V/def2-TZVPD) results for FeI as an isolated structure.

Output
charge = +2
2S+1 = 6
<S²> = 8.778
energy relative to the best compared isomer or geometry (same formula, charge and spin) = 0.6100 eV

Structure (XYZ):
```
2
Properties=species:S:1:pos:R:3:lowdin_charge:R:1
Fe 1.3008 0.6374 0.3174 1.001
I -1.3008 -0.6374 -0.3174 0.999
```

***

(2)
DFT (ωB97M-V/def2-TZVPD) results for a 2-piece molecular cluster, H10N2Si3 overall.

Output
SMILES string = [SiH2]=N[SiH3].N[SiH3]
energy relative to the best compared isomer or geometry (same formula, charge and spin) = 0.9359 eV

Structure (XYZ):
```
15
Properties=species:S:1:pos:R:3:lowdin_charge:R:1
N 1.9692 -0.0695 -0.1509 -0.185
N -1.4099 -0.7984 0.2179 -0.476
Si 3.2062 1.0520 -0.3662 0.463
Si -2.4013 0.5593 -0.4349 0.421
Si -2.0077 -2.0365 1.0577 0.575
H 1.1311 0.0047 -0.6703 -0.024
H 3.9849 1.4772 0.7525 -0.108
H 4.0173 0.2974 -1.3283 -0.091
H 2.6453 2.3143 -0.9930 -0.087
H -3.7288 -0.0445 -1.0257 -0.080
H -3.0226 1.6869 0.3905 -0.094
H -1.3401 0.8404 -1.3465 -0.110
H 1.5519 0.0506 0.7396 -0.013
H -1.3605 -3.3466 1.2498 -0.100
H -3.2350 -1.9874 1.9080 -0.091
```

***

(3)
DFT (ωB97M-V/def2-TZVPD) results for H10N2Si3 as an isolated structure.

Output
2S+1 = 3
<S²> = 2.005

Structure (XYZ):
```
15
Properties=species:S:1:pos:R:3:lowdin_charge:R:1
N 0.0463 -0.3026 -2.0314 -0.125
N 1.9227 -1.1878 -0.2892 -0.144
Si -1.1247 -1.7944 0.7358 0.435
Si -0.2089 2.3746 0.4599 0.496
Si 0.3571 -0.3791 -0.2947 0.195
H -0.8655 -0.4415 -2.2854 -0.035
H 0.4502 0.3796 -2.6937 0.047
H 2.6700 -1.1426 0.3552 -0.004
H 2.1724 -1.2445 -1.3071 0.031
H -0.9016 -3.1592 0.8848 -0.160
H -2.4962 -1.5163 0.4844 -0.146
H -1.0673 -1.3892 2.1464 -0.127
H 0.8816 3.2985 0.2981 -0.193
H -1.3233 2.6419 -0.4951 -0.143
H -0.2836 2.2348 1.9473 -0.127
```

***

(4)
DFT (ωB97M-V/def2-TZVPD) results for a 4-piece molecular cluster, H10NO3 overall.

Output
charge = +1
energy relative to the best compared isomer or geometry (same formula, charge and spin) = 0.3398 eV

Structure (XYZ):
```
14
Properties=species:S:1:pos:R:3:lowdin_charge:R:1
N 0.1596 0.6120 0.1369 0.293
H 0.6147 0.3296 1.0103 0.104
H -0.7443 0.1313 -0.0409 0.110
H 0.6974 0.5818 -0.7332 0.087
H -0.1398 1.5764 0.2826 0.148
H 0.9325 1.6809 3.3194 0.070
H 0.7098 0.2275 3.5457 0.071
O 0.5268 0.9157 2.8910 -0.048
H 1.3376 -0.4799 -3.2471 0.070
H 2.2942 -0.2801 -2.0785 0.064
O 1.3719 -0.1687 -2.3368 -0.045
H -2.7168 -1.7322 -0.1158 0.062
H -1.8963 -1.9140 -1.3755 0.059
O -2.0959 -1.2699 -0.6888 -0.044
```

***

(5)
DFT (ωB97M-V/def2-TZVPD) results for a 4-piece molecular cluster, H10NO3 overall.

Output
charge = +1
energy relative to the best compared isomer or geometry (same formula, charge and spin) = 0.5875 eV

Structure (XYZ):
```
14
Properties=species:S:1:pos:R:3:lowdin_charge:R:1
N 1.3219 -0.8245 -0.0862 0.270
H 1.2534 -1.7434 0.3427 0.146
H 1.7778 -0.8105 -1.0028 0.149
H 0.3401 -0.4356 -0.3126 0.067
H 1.9184 -0.2257 0.5044 0.107
H -4.6441 1.1934 -1.2045 0.060
H -3.5191 1.3615 -2.0670 0.041
O -3.8209 0.7298 -1.4139 -0.051
H 3.9175 0.2909 2.5257 0.059
H 2.4834 0.2848 3.1454 0.046
O 3.0083 0.0079 2.4017 -0.041
H -1.6459 0.3840 -0.2780 0.082
H -1.4284 -0.3235 -1.6436 0.090
O -0.9625 0.1110 -0.9114 -0.025
```

***

(6)
DFT (ωB97M-V/def2-TZVPD) results for H10NaO5 as an isolated structure.

Output
charge = +1
energy relative to the best compared isomer or geometry (same formula, charge and spin) = 0.2525 eV

Structure (XYZ):
```
16
Properties=species:S:1:pos:R:3:lowdin_charge:R:1
Na -0.2936 0.3276 0.0243 0.527
O -0.5594 -1.4678 -1.3976 -0.047
H -1.0467 -1.3721 -2.2265 0.077
H 0.1235 -2.1245 -1.5762 0.071
O -0.3287 2.2871 -1.9052 -0.036
H 0.6140 2.4909 -1.8408 0.056
H -0.5153 2.2809 -2.8518 0.061
O -1.5906 1.1383 2.0564 -0.036
H -1.8529 0.8183 2.9272 0.065
H -2.2977 1.7408 1.7901 0.067
O 0.1309 -1.7210 1.5026 -0.040
H 0.7298 -1.4197 2.1983 0.061
H -0.3508 -2.4540 1.9070 0.072
O 2.1429 0.1105 -0.1991 -0.035
H 2.4449 -0.4051 -0.9567 0.069
H 2.6498 -0.2303 0.5480 0.068
```

***

(7)
DFT (ωB97M-V/def2-TZVPD) results for an isolated molecule of H10O3Si4.

Output
SMILES string = [SiH3]O[SiH](O[SiH3])O[SiH3]
energy relative to the best compared isomer or geometry (same formula, charge and spin) = 0.0902 eV

Structure (XYZ):
```
17
Properties=species:S:1:pos:R:3:lowdin_charge:R:1
O 0.0370 1.6504 1.1413 -0.392
O 1.2836 -0.7444 0.5032 -0.374
O -1.2238 -0.2634 0.1212 -0.388
Si -0.1088 3.1447 0.5193 0.550
Si 2.2156 -1.5047 -0.5973 0.514
Si -2.1761 -1.4717 -0.6358 0.607
Si 0.0204 0.0230 1.0525 0.052
H 0.5921 3.3483 -0.6953 -0.083
H 0.6014 3.8821 1.4526 -0.080
H -1.5054 3.2470 0.3037 -0.060
H 2.1778 -1.0924 -2.0903 -0.065
H 1.7895 -3.0363 -0.9073 -0.045
H 3.6562 -1.3621 -0.0285 -0.048
H -1.5196 -1.2829 -1.9025 -0.054
H -1.9841 -2.8304 -0.0938 -0.069
H -3.6182 -1.4004 -0.5034 -0.083
H -0.2375 -0.3068 2.3606 0.017
```

***

(8)
DFT (ωB97M-V/def2-TZVPD) results for H10O5 as an isolated structure.

Output
energy relative to the best compared isomer or geometry (same formula, charge and spin) = 8.5918 eV

Structure (XYZ):
```
15
Properties=species:S:1:pos:R:3:lowdin_charge:R:1
O -0.3310 0.3517 -0.0873 -0.020
H -0.1241 0.8853 -0.8546 0.145
H 0.2404 -0.4123 -0.1652 -0.001
O -2.0686 -0.5750 0.2896 -0.045
H -2.6218 -0.1534 -0.3680 0.022
H -1.2333 -0.1111 0.2337 -0.283
O -0.4798 1.2995 1.6467 -0.054
H -0.6136 2.0981 1.1361 0.032
H -0.1796 0.6534 1.0074 -0.202
O 1.0332 -0.9176 0.9427 0.026
H 1.7272 -0.2994 1.1716 0.102
H 1.4971 -1.6929 0.6266 0.094
O 0.9204 -0.5084 -1.5167 -0.004
H 1.1466 0.3924 -1.7482 0.088
H 1.0871 -1.0103 -2.3145 0.099
```

***

(9)
DFT (ωB97M-V/def2-TZVPD) results for a 5-piece molecular cluster, H10O5 overall.

Output
SMILES string = O.O.O.O.O
energy relative to the best compared isomer or geometry (same formula, charge and spin) = 2.0323 eV

Structure (XYZ):
```
15
Properties=species:S:1:pos:R:3:lowdin_charge:R:1
O 0.1878 -0.1925 -0.2296 -0.083
H -0.2345 0.3687 -0.9108 0.034
H 0.5906 0.4372 0.3606 0.014
O 2.2427 1.1804 0.9721 0.000
H 2.2850 0.8811 1.7967 -0.030
H 2.3027 2.1583 1.1949 0.105
O -0.3029 -2.6625 -1.0814 -0.161
H 0.5796 -3.2186 -0.8098 0.116
H -0.1283 -1.8370 -0.5756 -0.042
O -1.0656 1.9173 -1.5934 0.002
H -0.3680 2.0473 -2.2560 0.077
H -1.6911 1.5104 -2.0981 0.001
O -1.1981 -0.7621 1.8687 0.018
H -1.8380 -1.1069 2.3841 -0.021
H -1.3619 -0.7210 0.9774 -0.030
```

***

(10)
DFT (ωB97M-V/def2-TZVPD) results for a 5-piece molecular cluster, H10O5 overall.

Output
SMILES string = O.O.O.O.O
energy relative to the best compared isomer or geometry (same formula, charge and spin) = 1.4226 eV

Structure (XYZ):
```
15
Properties=species:S:1:pos:R:3:lowdin_charge:R:1
H -0.5416 -1.5659 1.3396 0.043
H 0.3365 -0.7925 2.3345 0.074
H -1.2262 -0.6942 -0.9855 -0.020
H 0.0663 -0.5964 -1.5478 -0.030
H 0.9207 2.1486 0.3741 0.090
H 0.8090 1.2824 -0.9397 0.007
H 3.0616 -0.6905 -0.3917 0.006
H 1.5785 -0.3287 -0.0180 -0.057
H -2.1416 1.3740 0.0039 0.063
H -1.7241 0.1443 0.9008 0.030
O -0.1413 -0.7323 1.4999 -0.035
O -0.5680 -1.2517 -1.4046 -0.032
O 0.2984 1.6635 -0.2395 -0.063
O 2.4572 -0.1096 -0.0510 0.018
O -2.1888 0.3950 0.0614 -0.093
```

***

(11)
DFT (ωB97M-V/def2-TZVPD) results for H10O5 as an isolated structure.

Output
energy relative to the best compared isomer or geometry (same formula, charge and spin) = 7.1439 eV

Structure (XYZ):
```
15
Properties=species:S:1:pos:R:3:lowdin_charge:R:1
O 0.8224 -0.3416 -3.1027 -0.056
H 1.0481 0.0655 -2.2663 -0.101
H -0.1329 -0.2963 -3.1416 0.032
O 1.4291 0.2878 -0.9625 0.043
H 2.1219 0.4273 -0.3169 0.137
H 1.1982 1.1675 -1.2607 0.130
O -0.7355 0.5203 1.2752 0.150
H -0.0297 0.9610 1.7482 0.155
H -1.4420 1.1652 1.2427 0.163
O -0.5057 -0.4074 -0.5017 -0.072
H -0.6783 -0.0264 0.3593 -0.289
H 0.4449 -0.3556 -0.6008 -0.150
O -0.9099 -1.3072 2.6370 -0.054
H -1.8585 -1.3569 2.7551 0.032
H -0.7723 -0.5034 2.1358 -0.120
```

***

(12)
DFT (ωB97M-V/def2-TZVPD) results for a 5-piece molecular cluster, H10O5 overall.

Output
SMILES string = O.O.O.O.O
energy relative to the best compared isomer or geometry (same formula, charge and spin) = 3.1045 eV

Structure (XYZ):
```
15
Properties=species:S:1:pos:R:3:lowdin_charge:R:1
H 1.7670 0.9709 -0.3527 0.070
H 1.0635 -0.3728 -0.4501 0.026
H -1.3293 2.0250 0.0223 0.044
H -1.4992 0.6052 0.5375 0.038
H -0.3224 -0.5755 -1.7829 0.031
H -0.9199 0.4733 -2.7065 0.060
H -0.6631 0.5198 4.2139 0.029
H -0.3699 1.1118 2.8451 -0.008
H 1.3819 -2.2285 -1.0599 0.008
H 0.4581 -2.9166 -2.0513 0.035
O 0.8914 0.5753 -0.4285 -0.087
O -1.0728 1.4438 0.7471 -0.065
O -0.5420 0.3620 -1.8269 -0.079
O -0.0416 1.0931 3.7511 -0.066
O 1.1984 -3.0868 -1.4581 -0.037
```

***

no.,E (eV),F_max (eV Å⁻¹)
1,-42462.7102,1.37
2,-26773.1816,2.56
3,-26770.8802,3.08
4,-7789.3384,1.70
5,-7789.0907,1.19
6,-14812.8662,0.50
7,-37819.8122,3.69
8,-10392.2577,11.84
9,-10398.8172,6.23
10,-10399.4269,4.72
11,-10393.7057,11.13
12,-10397.7451,3.97